Entry 1:
A 11-piece molecular cluster, C4H32NO10S2 overall in a non-equilibrium geometry. Source: the Open Molecules 2025 dataset; level of theory: ωB97M-V/def2-TZVPD.

Calculated values
* LUMO: -0.091 hartree
* frontier orbital gap: 8.82 eV
* max |F|: 2.61 eV/A
* energy relative to the best compared isomer or geometry (same formula, charge and spin): 0.0 kJ/mol
* E_HOMO: -11.290 eV
* total charge: +1

Last column: natural (NBO) charge in e.
Geometry (Å):
N 0.037 0.564 -2.297  -0.717
C -1.041 0.039 -1.324  -0.059
C -1.369 -1.396 -1.603  -0.671
C -0.511 0.284 0.098  -0.565
S -0.545 2.043 0.637  0.092
S -0.749 2.191 2.575  0.090
C -2.494 2.222 3.146  -0.761
H 0.624 -0.242 -2.524  0.444
H -0.449 0.871 -3.137  0.437
H 0.749 1.239 -1.974  0.472
H -1.919 0.668 -1.432  0.264
H -0.603 -1.976 -2.132  0.217
H -2.299 -1.530 -2.157  0.245
H -1.242 -2.054 -0.740  0.276
H -1.186 -0.189 0.796  0.269
H 0.448 -0.210 0.187  0.192
H -2.848 3.233 3.314  0.237
H -2.711 1.440 3.867  0.237
H -3.003 1.830 2.249  0.232
H 1.869 -3.538 -0.914  0.478
H 1.294 -2.595 -1.868  0.485
O 1.058 -3.028 -1.038  -0.961
H 4.140 0.349 1.525  0.481
H 2.852 0.145 2.201  0.508
O 3.282 0.800 1.595  -0.963
H 3.011 -0.977 -3.565  0.494
H 3.008 -0.606 -2.122  0.499
O 2.529 -1.165 -2.754  -0.978
H -0.129 -3.459 2.756  0.498
H -0.748 -3.057 4.187  0.503
O -0.729 -2.904 3.242  -0.973
H 2.721 2.042 -1.170  0.507
H 2.525 1.024 0.080  0.523
O 2.180 1.347 -0.778  -1.046
H -2.864 3.066 -3.484  0.480
H -2.165 3.845 -2.405  0.485
O -2.084 3.027 -2.919  -0.962
H 1.934 -1.713 1.083  0.482
H 1.163 -1.149 2.236  0.485
O 2.008 -1.576 2.030  -0.949
H -2.615 -3.697 0.933  0.484
H -2.075 -2.907 2.098  0.506
O -2.504 -2.780 1.223  -0.992
H -3.136 -1.165 0.705  0.505
H -4.112 -0.034 0.784  0.476
O -3.328 -0.294 0.288  -0.987
H 3.523 4.518 -0.788  0.475
H 4.295 3.619 0.112  0.477
O 4.209 3.836 -0.824  -0.946

Entry 2:
One molecule with the formula C2H4N2O2 in a non-equilibrium geometry. Source: the Open Molecules 2025 dataset; level of theory: ωB97M-V/def2-TZVPD.

Calculated values
* LUMO: 0.016 hartree
* frontier orbital gap: 10.05 eV
* max |F|: 4.60 eV/A
* energy relative to the best compared isomer or geometry (same formula, charge and spin): 542.3 kJ/mol
* E_HOMO: -9.602 eV
* SMILES: C=CN[N+](=O)[O-]
* total charge: 0

Last column: natural (NBO) charge in e.
Geometry (Å):
C 0.996 1.212 0.908  -0.460
C 0.293 0.127 0.592  -0.029
N -0.395 -0.054 -0.571  -0.433
N -1.072 -1.154 -0.865  0.653
O -1.157 -1.979 -0.003  -0.404
O -1.657 -1.155 -1.904  -0.403
H 1.578 1.130 1.825  0.224
H 1.144 1.939 0.124  0.192
H 0.453 -0.718 1.269  0.238
H -0.183 0.651 -1.374  0.421

Entry 3:
A 3-piece molecular cluster, C3H13N4 overall in a non-equilibrium geometry. Source: the Open Molecules 2025 dataset; level of theory: ωB97M-V/def2-TZVPD.

Calculated values
* LUMO: -0.119 hartree
* frontier orbital gap: 10.37 eV
* max |F|: 4.97 eV/A
* energy relative to the best compared isomer or geometry (same formula, charge and spin): 435.6 kJ/mol
* E_HOMO: -13.601 eV
* total charge: +1

Last column: natural (NBO) charge in e.
Geometry (Å):
C 0.532 -2.626 -0.720  -0.458
C 1.290 0.334 -1.981  -0.423
C 0.017 -0.630 -0.165  0.562
N -0.668 -0.614 0.958  -0.781
N -1.629 1.255 2.441  -1.089
N 0.687 0.364 -0.695  -0.283
N 0.360 1.671 -0.180  -0.659
H -0.426 -3.036 -0.472  0.220
H 1.205 -2.687 0.097  0.217
H 0.975 -2.592 -1.701  0.219
H 1.922 1.192 -2.132  0.240
H 1.562 -0.765 -2.154  0.237
H 0.502 0.611 -2.733  0.203
H -1.261 -1.362 1.155  0.412
H -0.807 0.317 1.364  0.448
H -1.815 0.727 3.319  0.401
H -2.504 1.540 1.907  0.390
H 1.235 2.061 0.147  0.384
H -0.055 2.158 -0.976  0.373
H -1.123 2.083 2.522  0.386

Entry 4:
A 11-piece molecular cluster, C45H109N11O7 overall in a non-equilibrium geometry. Source: the Open Molecules 2025 dataset; level of theory: ωB97M-V/def2-TZVPD.

Calculated values
* LUMO: 0.012 hartree
* frontier orbital gap: 8.29 eV
* max |F|: 4.16 eV/A
* energy relative to the best compared isomer or geometry (same formula, charge and spin): 868.4 kJ/mol
* E_HOMO: -7.968 eV
* SMILES: CCN(CC)CC.CCN(CC)CC.CCN(CC)CC.CCN(CC)CC.CN(C)C=O.CN(C)C=O.CN(C)C=O.CN(C)C=O.CN(C)C=O.CN(C)C=O.CN(C)C=O
* total charge: 0

Last column: Löwdin charge in e.
Geometry (Å):
C 5.929 -0.450 4.787  -0.126
C 6.176 -1.050 6.093  -0.284
N 7.657 -1.173 6.369  -0.173
C 8.384 0.135 6.482  -0.244
C 8.030 1.130 7.606  -0.080
C 7.681 -2.088 7.517  -0.246
C 9.166 -2.284 8.013  -0.084
H 6.372 -0.990 3.950  0.080
H 6.182 0.607 4.701  0.069
H 4.868 -0.441 4.539  0.076
H 5.779 -0.316 6.793  0.102
H 5.457 -1.838 6.319  0.120
H 9.449 -0.077 6.386  0.098
H 8.365 0.696 5.548  0.098
H 8.779 1.918 7.685  0.071
H 7.153 1.622 7.183  0.060
H 7.759 0.724 8.580  0.066
H 7.205 -3.037 7.269  0.114
H 7.164 -1.473 8.253  0.094
H 9.565 -1.581 8.744  0.068
H 9.828 -2.464 7.166  0.066
H 9.181 -3.315 8.368  0.055
C 0.470 7.025 -5.351  -0.077
C 1.326 7.645 -6.533  -0.229
N 2.742 7.280 -6.479  -0.208
C 2.947 5.859 -6.114  -0.220
C 2.544 4.833 -7.213  -0.092
C 3.546 7.753 -7.610  -0.276
C 4.462 8.839 -7.142  -0.101
H 0.350 5.960 -5.553  0.052
H -0.509 7.482 -5.204  0.066
H 1.004 7.009 -4.402  0.071
H 1.017 7.430 -7.556  0.099
H 1.212 8.724 -6.435  0.102
H 4.015 5.813 -5.903  0.114
H 2.367 5.602 -5.227  0.086
H 1.549 4.767 -7.652  0.061
H 3.041 4.934 -8.178  0.060
H 2.606 3.842 -6.762  0.066
H 3.014 7.952 -8.540  0.114
H 4.200 6.926 -7.887  0.101
H 5.003 9.322 -7.956  0.066
H 5.328 8.394 -6.651  0.070
H 3.999 9.599 -6.513  0.075
C -0.085 -6.424 3.709  -0.105
C 0.435 -6.468 2.363  -0.312
N 1.157 -7.703 2.019  -0.201
C 0.254 -8.791 1.677  -0.239
C 0.952 -10.102 2.127  -0.090
C 2.165 -7.556 0.945  -0.228
C 3.394 -6.798 1.534  -0.090
H -0.240 -5.399 4.047  0.084
H 0.574 -7.023 4.336  0.090
H -1.025 -6.971 3.650  0.070
H -0.251 -6.223 1.552  0.124
H 1.095 -5.600 2.369  0.103
H -0.710 -8.573 2.136  0.111
H 0.174 -8.882 0.594  0.105
H 0.252 -10.928 2.002  0.059
H 1.768 -10.478 1.511  0.060
H 1.270 -10.143 3.169  0.070
H 1.816 -6.979 0.088  0.108
H 2.431 -8.522 0.517  0.102
H 3.290 -5.746 1.802  0.059
H 4.205 -6.782 0.806  0.056
H 3.910 -7.330 2.334  0.067
C -4.455 7.741 0.130  -0.093
C -4.344 7.940 1.633  -0.286
N -3.102 7.456 2.241  -0.181
C -3.009 5.991 2.370  -0.273
C -1.565 5.630 2.297  -0.091
C -2.768 8.137 3.583  -0.215
C -3.828 7.990 4.647  -0.107
H -4.099 6.743 -0.126  0.068
H -4.061 8.633 -0.357  0.069
H -5.503 7.794 -0.162  0.067
H -4.453 8.982 1.934  0.114
H -5.231 7.377 1.921  0.102
H -3.542 5.507 1.552  0.103
H -3.607 5.753 3.250  0.102
H -1.129 5.954 1.352  0.080
H -1.390 4.565 2.453  0.074
H -0.980 6.183 3.032  0.059
H -1.807 7.777 3.953  0.096
H -2.605 9.189 3.351  0.107
H -4.835 8.381 4.501  0.070
H -4.051 6.967 4.950  0.063
H -3.378 8.527 5.482  0.072
C 0.801 -0.318 -0.608  -0.050
N -0.049 -0.118 -1.754  -0.205
C 0.009 1.210 -2.296  -0.072
C -0.888 -1.071 -2.213  -0.295
O -0.944 -2.308 -1.908  -0.048
H 0.846 -1.331 -0.210  0.088
H 0.207 0.061 0.223  0.094
H 1.775 0.149 -0.757  0.092
H -0.004 1.235 -3.386  0.088
H -0.809 1.868 -2.003  0.088
H 0.928 1.724 -2.014  0.087
H -1.557 -0.647 -2.979  0.132
C -0.101 1.271 10.315  -0.068
N 0.179 1.597 8.916  -0.191
C 0.504 3.040 8.852  -0.058
C 0.048 0.732 7.862  -0.322
O 0.398 1.052 6.733  -0.005
H -0.711 0.385 10.491  0.090
H -0.684 2.104 10.708  0.077
H 0.887 1.362 10.765  0.089
H 1.135 3.237 7.985  0.090
H -0.226 3.776 9.188  0.090
H 1.272 3.274 9.589  0.075
H -0.223 -0.283 8.192  0.133
C -5.796 -9.285 -2.400  -0.059
N -4.864 -8.213 -2.106  -0.176
C -3.825 -8.050 -3.157  -0.049
C -4.768 -7.618 -0.927  -0.372
O -5.459 -7.833 0.050  0.017
H -5.383 -10.292 -2.350  0.088
H -6.236 -9.144 -3.387  0.083
H -6.610 -9.327 -1.676  0.086
H -3.029 -8.795 -3.133  0.082
H -4.230 -8.113 -4.167  0.078
H -3.321 -7.085 -3.095  0.083
H -4.221 -6.663 -0.971  0.138
C -9.804 -4.770 -4.824  -0.035
N -8.356 -4.748 -5.062  -0.206
C -7.861 -5.412 -6.227  -0.092
C -7.484 -3.978 -4.319  -0.354
O -7.787 -3.184 -3.487  0.040
H -10.177 -3.974 -5.468  0.091
H -10.054 -4.564 -3.783  0.089
H -10.247 -5.736 -5.069  0.083
H -6.778 -5.412 -6.347  0.084
H -8.288 -6.413 -6.157  0.085
H -8.125 -4.965 -7.185  0.082
H -6.421 -4.102 -4.578  0.132
C -4.671 -1.046 -11.503  -0.039
N -4.528 -1.103 -9.990  -0.176
C -5.568 -0.450 -9.141  -0.038
C -3.763 -2.093 -9.440  -0.381
O -3.542 -2.241 -8.269  0.032
H -5.453 -1.758 -11.765  0.077
H -3.725 -1.400 -11.915  0.074
H -5.024 -0.112 -11.941  0.080
H -5.116 0.015 -8.264  0.086
H -6.058 0.300 -9.761  0.075
H -6.354 -1.161 -8.886  0.084
H -3.159 -2.570 -10.227  0.126
C -5.578 0.266 1.183  -0.056
N -5.450 -1.037 1.852  -0.190
C -4.075 -1.281 2.358  -0.049
C -6.443 -1.957 2.083  -0.343
O -6.360 -3.042 2.626  0.019
H -5.058 0.347 0.229  0.088
H -5.264 0.996 1.929  0.082
H -6.657 0.397 1.106  0.078
H -4.096 -2.051 3.128  0.081
H -3.362 -1.488 1.560  0.087
H -3.723 -0.473 2.999  0.077
H -7.353 -1.596 1.581  0.126
C 9.213 1.701 -0.009  -0.088
N 8.216 2.702 -0.187  -0.226
C 8.616 3.977 0.344  -0.065
C 7.168 2.580 -1.105  -0.296
O 6.294 3.423 -1.271  0.011
H 10.106 2.042 -0.534  0.090
H 8.881 0.762 -0.451  0.084
H 9.416 1.492 1.042  0.093
H 9.676 4.187 0.196  0.088
H 8.074 4.849 -0.023  0.088
H 8.299 3.877 1.382  0.095
H 7.306 1.582 -1.549  0.126

Entry 5:
One molecule with the formula C6H14BNO2 in a non-equilibrium geometry. Source: the Open Molecules 2025 dataset; level of theory: ωB97M-V/def2-TZVPD.

Calculated values
* LUMO: -0.008 hartree
* frontier orbital gap: 6.42 eV
* max |F|: 5.02 eV/A
* energy relative to the best compared isomer or geometry (same formula, charge and spin): 615.4 kJ/mol
* E_HOMO: -6.632 eV
* total charge: 0

Last column: natural (NBO) charge in e.
Geometry (Å):
B 1.791 0.222 0.136  1.302
C -0.570 -0.594 0.637  -0.018
C -1.479 0.896 0.131  0.383
C -1.092 -1.843 0.046  -0.649
C -1.496 1.052 -1.360  -0.646
C -2.862 0.419 0.620  -0.658
C 4.179 -0.021 0.313  -0.410
N 3.014 0.720 -0.249  -0.916
O 0.719 -0.311 0.362  -0.607
O -1.018 1.864 0.758  -0.840
H -0.649 -0.489 1.667  0.187
H -0.789 -1.985 -1.051  0.208
H -2.155 -1.908 0.078  0.245
H -0.430 -2.679 0.387  0.200
H -0.412 1.007 -1.778  0.170
H -2.026 1.918 -1.596  0.225
H -1.940 0.092 -1.775  0.185
H -3.546 1.160 0.493  0.208
H -2.869 0.310 1.655  0.204
H -3.261 -0.565 0.166  0.164
H 3.980 -0.762 1.066  0.217
H 4.763 -0.474 -0.482  0.204
H 4.823 0.728 0.789  0.207
H 3.324 1.243 -1.012  0.436